A single C6H8 molecule. Source: the OMol25 dataset; level of theory: ωB97M-V/def2-TZVPD.

```
14
C6H8 ωB97M-V/def2-TZVPD
C -1.76776 2.08476 0.06139
C 0.80019 -0.36753 -0.64283
C -1.22330 -0.39745 1.14265
C -0.25066 -0.29822 0.28576
C -1.58703 0.86174 0.55870
C 1.83820 -1.45632 -0.34424
H 1.07317 0.78683 -0.58830
H 1.80509 -1.43035 0.71322
H 2.83381 -1.12470 -0.58711
H -1.18321 2.37611 -0.82879
H 1.71439 -2.38746 -0.68000
H -1.69888 -0.85029 2.02225
H -2.64073 2.63657 0.45259
H 0.28672 -0.43368 -1.56530
```

E_tot, eV: -6346.2795
Kohn-Sham gap, eV: 9.10
SMILES: C=C1C=C1CC
HOMO, eV: -8.2
Relative energy (zero: lowest compared OMol25 entry of this formula, charge and spin), kJ/mol: 434.60